{"formula": "C3H4F2O", "method": "ωB97M-V/def2-TZVPD", "symbols": ["O", "C", "C", "C", "F", "F", "H", "H", "H", "H"], "xyz": [[-1.579, 0.625, -0.429], [-0.457, -0.259, -0.624], [0.146, -0.808, 0.666], [0.843, 0.278, -0.100], [2.104, 0.172, -0.611], [0.682, 1.551, 0.357], [-1.294, 1.494, -0.032], [-0.568, -0.734, -1.507], [0.509, -1.756, 0.683], [-0.386, -0.564, 1.597]], "forces_ev_per_a": [[0.9, 0.4, 0.1], [-0.4, 3.2, 3.0], [-1.0, 2.6, 0.2], [-0.3, -0.1, 0.4], [-1.2, -0.3, 0.1], [0.5, 0.0, 0.3], [-0.1, -1.5, -0.7], [0.0, -2.0, -2.5], [1.3, -2.6, -0.3], [0.3, 0.2, -0.6]], "homo_lumo_gap_ev": 11.4, "spin_multiplicity": 1, "e_lumo_ha": 0.0356, "smiles": "O[C@@H]1CC1(F)F", "total_energy_ev": -10656.4452, "e_above_lowest_kj_mol": 146.1}

---

{"formula": "C3H4F2S", "method": "ωB97M-V/def2-TZVPD", "symbols": ["C", "C", "C", "F", "F", "S", "H", "H", "H", "H"], "xyz": [[1.110, 0.239, 0.715], [-1.001, -0.687, -0.449], [-0.288, 0.169, 0.532], [-1.175, 0.779, 1.400], [0.781, 2.043, -1.009], [2.078, -0.644, -0.296], [1.709, 0.801, 1.437], [-0.681, -0.223, -1.435], [-2.039, -0.846, -0.256], [-0.493, -1.631, -0.640]], "forces_ev_per_a": [[2.2, -0.3, -0.8], [2.1, 0.7, -1.2], [-2.9, 0.8, 0.7], [2.6, -1.1, -1.8], [-0.6, -1.3, 1.0], [-0.8, 0.4, 0.5], [-1.3, 0.3, 0.1], [-1.1, 0.1, 0.8], [-0.5, 0.4, 0.0], [0.1, -0.2, 0.7]], "homo_lumo_gap_ev": [6.4, 6.4], "spin_multiplicity": 1, "e_lumo_ha": [-0.1241, -0.1240], "total_energy_ev": -19441.4028, "e_above_lowest_kj_mol": 392.5}

---

{"formula": "C3H4F3I", "method": "ωB97M-V/def2-TZVPD", "symbols": ["C", "C", "C", "F", "F", "F", "I", "H", "H", "H", "H"], "xyz": [[-0.019, 0.212, 0.374], [0.220, 1.221, -0.769], [-2.960, 0.741, 0.307], [-0.361, 0.933, 1.456], [0.329, 0.465, -1.929], [-3.084, 1.996, 0.623], [-4.708, -0.291, -0.016], [0.848, -0.316, 0.670], [-0.841, -0.500, 0.102], [1.230, 1.802, -0.869], [-0.598, 1.897, -0.787]], "forces_ev_per_a": [[-0.1, 0.1, -1.6], [2.9, -0.7, -0.3], [1.5, 0.6, 0.1], [-0.9, 1.0, 1.7], [-0.8, -0.3, -0.6], [-0.8, -0.5, -0.1], [-1.1, 0.0, 0.0], [1.1, -0.8, -0.2], [0.8, 0.8, 0.1], [-1.8, -0.8, 1.4], [-0.8, 0.6, -0.4]], "homo_lumo_gap_ev": 8.4, "spin_multiplicity": 1, "e_lumo_ha": -0.0343, "total_energy_ev": -19424.8884, "e_above_lowest_kj_mol": 450.2}

---

Copy entry 2 word for word.
{"formula": "C3H4F2S", "method": "ωB97M-V/def2-TZVPD", "symbols": ["C", "C", "C", "F", "F", "S", "H", "H", "H", "H"], "xyz": [[1.110, 0.239, 0.715], [-1.001, -0.687, -0.449], [-0.288, 0.169, 0.532], [-1.175, 0.779, 1.400], [0.781, 2.043, -1.009], [2.078, -0.644, -0.296], [1.709, 0.801, 1.437], [-0.681, -0.223, -1.435], [-2.039, -0.846, -0.256], [-0.493, -1.631, -0.640]], "forces_ev_per_a": [[2.2, -0.3, -0.8], [2.1, 0.7, -1.2], [-2.9, 0.8, 0.7], [2.6, -1.1, -1.8], [-0.6, -1.3, 1.0], [-0.8, 0.4, 0.5], [-1.3, 0.3, 0.1], [-1.1, 0.1, 0.8], [-0.5, 0.4, 0.0], [0.1, -0.2, 0.7]], "homo_lumo_gap_ev": [6.4, 6.4], "spin_multiplicity": 1, "e_lumo_ha": [-0.1241, -0.1240], "total_energy_ev": -19441.4028, "e_above_lowest_kj_mol": 392.5}

---

Repeat the second record exactly.
{"formula": "C3H4F2S", "method": "ωB97M-V/def2-TZVPD", "symbols": ["C", "C", "C", "F", "F", "S", "H", "H", "H", "H"], "xyz": [[1.110, 0.239, 0.715], [-1.001, -0.687, -0.449], [-0.288, 0.169, 0.532], [-1.175, 0.779, 1.400], [0.781, 2.043, -1.009], [2.078, -0.644, -0.296], [1.709, 0.801, 1.437], [-0.681, -0.223, -1.435], [-2.039, -0.846, -0.256], [-0.493, -1.631, -0.640]], "forces_ev_per_a": [[2.2, -0.3, -0.8], [2.1, 0.7, -1.2], [-2.9, 0.8, 0.7], [2.6, -1.1, -1.8], [-0.6, -1.3, 1.0], [-0.8, 0.4, 0.5], [-1.3, 0.3, 0.1], [-1.1, 0.1, 0.8], [-0.5, 0.4, 0.0], [0.1, -0.2, 0.7]], "homo_lumo_gap_ev": [6.4, 6.4], "spin_multiplicity": 1, "e_lumo_ha": [-0.1241, -0.1240], "total_energy_ev": -19441.4028, "e_above_lowest_kj_mol": 392.5}